94
Properties=species:S:1:pos:R:3:mulliken_spin:R:1 method="wB97M-V/def2-TZVPD" s_squared=0.870 charge=+2 homo_ev="-11.6 / -12.5" orbital_gap_ev="4.95 / 5.84" spin_multiplicity=2 e_tot_ev=-111406.08459 lumo_ha="-0.2449 / -0.2451"
Re -2.135 0.097 0.702 0.01
C 1.737 0.719 3.536 0.01
C 1.872 2.215 3.253 0.11
C 0.611 2.891 2.740 -0.05
Sb -0.483 2.144 1.044 -0.03
C -1.796 3.804 0.856 0.01
C -2.566 4.191 1.948 -0.01
C -3.458 5.248 1.831 0.00
C -3.586 5.916 0.621 0.00
C -2.820 5.530 -0.469 0.00
C -1.926 4.475 -0.354 0.00
C 0.762 2.367 -0.644 -0.08
C 1.990 3.016 -0.555 0.03
C 2.788 3.152 -1.681 0.00
C 2.363 2.646 -2.901 0.01
C 1.136 2.001 -2.997 0.00
C 0.338 1.858 -1.870 0.06
Sb 1.881 -0.444 1.721 0.77
C 3.936 -0.057 1.365 0.10
C 4.367 0.233 0.072 -0.04
C 5.711 0.458 -0.190 0.00
C 6.639 0.385 0.839 0.03
C 6.221 0.088 2.129 -0.02
C 4.877 -0.130 2.391 -0.01
C 2.737 -2.543 -2.047 -0.02
C 1.270 -2.744 -2.008 0.00
C 0.995 -3.734 -3.129 0.00
C 1.909 -4.934 -3.049 0.00
C 3.114 -4.878 -2.464 0.00
C 3.612 -3.518 -2.326 0.00
H 0.792 0.495 4.035 0.00
H 2.538 0.386 4.196 0.00
H 2.706 2.395 2.569 -0.01
H 2.137 2.729 4.183 0.01
H 0.807 3.920 2.433 0.00
H -0.153 2.935 3.521 0.00
H -2.482 3.674 2.898 0.00
H -4.043 5.557 2.687 0.00
H -4.275 6.745 0.532 0.00
H -2.912 6.056 -1.409 0.00
H -1.329 4.188 -1.212 0.00
H 2.339 3.411 0.392 -0.01
H 3.741 3.658 -1.606 0.00
H 2.982 2.765 -3.780 0.00
H 0.792 1.632 -3.955 0.00
H -0.629 1.368 -1.950 0.00
H 3.649 0.296 -0.741 0.01
H 6.035 0.694 -1.195 0.00
H 7.687 0.560 0.637 0.00
H 6.943 0.025 2.931 0.00
H 4.571 -0.364 3.404 -0.01
H 0.535 -1.092 -0.906 0.07
H -0.027 -4.089 -3.222 0.00
H 1.521 -5.872 -3.426 0.00
H 3.743 -5.749 -2.351 0.00
H 4.586 -3.274 -2.740 0.00
O -3.265 1.056 2.027 0.01
N -4.525 1.456 1.701 -0.01
C -5.312 1.888 2.710 0.01
C -6.567 2.345 2.431 -0.01
C -7.005 2.365 1.098 0.01
C -6.175 1.927 0.097 -0.01
C -4.896 1.458 0.413 0.01
S -3.688 0.961 -0.727 -0.04
H -4.869 1.826 3.693 0.00
H -7.200 2.681 3.237 0.00
H -7.995 2.726 0.861 0.00
H -6.479 1.938 -0.940 0.00
O -1.409 -1.542 0.298 0.06
C -0.734 -2.665 -0.220 0.00
C -1.759 -3.630 -0.778 0.00
C -3.040 -3.358 -1.162 0.01
C -3.704 -4.498 -1.686 0.00
C -2.915 -5.605 -1.684 0.00
S -1.373 -5.292 -1.011 0.00
C 0.174 -2.040 -1.315 -0.01
C 1.988 -1.696 -2.961 0.00
C 1.266 -2.472 -4.103 0.00
C -0.085 -1.862 -4.087 0.00
S -0.964 -1.499 -2.748 0.00
C 0.057 -3.296 0.906 -0.02
C -0.417 -3.401 2.183 0.04
C 0.473 -4.089 3.044 -0.03
C 1.598 -4.500 2.399 0.02
S 1.599 -4.039 0.756 0.01
H -3.498 -2.383 -1.072 0.00
H -4.725 -4.494 -2.035 0.00
H -3.165 -6.601 -2.008 0.00
H 1.841 -0.628 -2.862 0.00
H 1.673 -2.583 -5.105 0.00
H -0.596 -1.627 -5.017 0.00
H -1.376 -3.010 2.491 0.01
H 0.281 -4.276 4.089 0.00
H 2.435 -5.046 2.800 0.00